No. 1
The following is a DFT calculation (ωB97M-V/def2-TZVPD) of an isolated molecule of C7H10 at a distorted geometry.

Geometry as XYZ:
```
17
Properties=species:S:1:pos:R:3
C -1.46244 0.30532 2.41223
C -0.49631 0.00198 1.52256
C -0.43667 0.23595 0.10060
C -1.36653 0.86653 -0.66028
C 0.71649 -0.37556 -0.66231
C 0.82460 -1.70259 -0.72623
C 1.70168 0.47623 -1.44322
H -1.65734 -0.49258 3.16191
H -2.16411 1.12381 2.51794
H 0.36354 -0.43392 2.03896
H -1.76943 0.37745 -1.54617
H -1.75438 1.87931 -0.61105
H 1.35310 -2.18823 -1.55213
H 0.11591 -2.30765 -0.12982
H 1.39044 0.86778 -2.39066
H 1.92074 1.28705 -0.71517
H 2.72072 0.07914 -1.31716
```

Results
- HOMO energy: -7.75 eV
- Net charge: 0
- Relative energy (zero: lowest compared OMol25 entry of this formula, charge and spin): 453.3 kJ/mol
- Structure (SMILES): C=CC(=C)C(=C)C
- Kohn-Sham gap: 7.5 eV
- Energy: -7416.33627 eV

Electronic structure analysis, Löwdin charges in units of e:
1. C 0.0135
2. C -0.1517
3. C -0.3011
4. C 0.0530
5. C -0.3464
6. C 0.0481
7. C -0.0602
8. H 0.0654
9. H 0.0578
10. H 0.1125
11. H 0.0652
12. H 0.0623
13. H 0.0700
14. H 0.0754
15. H 0.0714
16. H 0.0842
17. H 0.0805

No. 2
The following is a DFT calculation (ωB97M-V/def2-TZVPD) of an isolated molecule of C7H10 at a distorted geometry.

Geometry as XYZ:
```
17
Properties=species:S:1:pos:R:3
C -0.59807 1.07291 1.12552
C 0.04281 -0.31895 1.13801
C -0.81425 -1.09053 0.13247
C -0.45978 -0.17619 -1.05801
C 1.07044 -0.35222 -1.20958
C 1.26562 -0.02827 0.24334
C -0.35067 1.17488 -0.35430
H -1.62631 1.15834 1.51347
H 0.02209 1.82816 1.61502
H 0.22278 -0.76326 2.11917
H -1.87348 -1.09456 0.41238
H -0.46300 -2.11458 -0.02729
H -1.04184 -0.26264 -1.97731
H 1.52572 -1.26693 -1.62409
H 1.43659 0.48934 -1.80859
H 2.22996 -0.33329 0.69923
H -0.58861 2.07779 -0.93942
```

Results
- HOMO energy (alpha / beta): -7.68 / -7.73 eV
- Net charge: 0
- Relative energy (zero: lowest compared OMol25 entry of this formula, charge and spin): 381.1 kJ/mol
- Kohn-Sham gap (alpha / beta): 8.4 / 8.4 eV
- Energy: -7417.08542 eV

Electronic structure analysis, Löwdin charges in units of e:
1. C -0.1752
2. C -0.3099
3. C -0.1191
4. C -0.2871
5. C -0.1903
6. C -0.0385
7. C -0.0338
8. H 0.1078
9. H 0.1099
10. H 0.1322
11. H 0.1156
12. H 0.1182
13. H 0.1322
14. H 0.1039
15. H 0.1037
16. H 0.1130
17. H 0.1174

No. 3
The following is a DFT calculation (ωB97M-V/def2-TZVPD) of an isolated molecule of C7H10.

Geometry as XYZ:
```
17
Properties=species:S:1:pos:R:3
C -1.66432 -0.51228 -0.65328
C -1.84245 -0.26566 0.65366
C -0.81675 0.28202 1.54208
C 0.08485 1.09677 0.98521
C 0.40060 1.17705 -0.45302
C 1.34996 0.35319 -0.90549
C 1.63287 -1.02639 -0.37474
H -0.73410 -0.84851 -1.07878
H -2.48655 -0.42618 -1.35099
H -2.85463 -0.25411 1.05125
H -0.91054 0.22004 2.62491
H 0.75365 1.72739 1.56831
H 0.07358 2.03903 -1.03713
H 1.92610 0.66143 -1.77017
H 1.45126 -1.73483 -1.19749
H 2.66696 -1.17375 -0.05117
H 0.96951 -1.31521 0.44683
```

Results
- HOMO energy: -8.42 eV
- Net charge: 0
- Relative energy (zero: lowest compared OMol25 entry of this formula, charge and spin): 260.9 kJ/mol
- Structure (SMILES): C=C/C=C\C=C/C
- Kohn-Sham gap: 9.5 eV
- Energy: -7418.33053 eV

Electronic structure analysis, Löwdin charges in units of e:
1. C 0.0049
2. C -0.1654
3. C -0.1219
4. C -0.1175
5. C -0.1571
6. C -0.1754
7. C -0.1003
8. H 0.0337
9. H 0.0596
10. H 0.0935
11. H 0.0999
12. H 0.1102
13. H 0.1150
14. H 0.0978
15. H 0.0817
16. H 0.0737
17. H 0.0678

No. 4
The following is a DFT calculation (ωB97M-V/def2-TZVPD) of an isolated molecule of C7H10.

Geometry as XYZ:
```
17
Properties=species:S:1:pos:R:3
C -2.23091 -1.47211 -0.89401
C -1.61648 -0.12799 -0.51539
C -0.21225 -0.21875 -0.10286
C 0.57968 1.00790 -0.34427
C 1.49953 1.33315 0.84908
C 2.31999 0.17567 1.21320
C 2.95931 -0.81647 1.44747
H -1.77199 -1.83517 -1.81908
H -3.31140 -1.40636 -1.05133
H -2.01786 -2.20619 -0.11197
H -1.89856 0.69175 -1.20185
H -1.99888 0.18181 0.48575
H 1.21940 0.68075 -1.18649
H 0.03928 1.91032 -0.68640
H 0.87141 1.62710 1.69919
H 2.13271 2.19638 0.61540
H 3.49024 -1.72148 1.64197
```

Results
- HOMO energy: -8.16 eV
- Net charge: 0
- Relative energy (zero: lowest compared OMol25 entry of this formula, charge and spin): 514.5 kJ/mol
- Kohn-Sham gap: 8.5 eV
- Energy: -7415.70276 eV

Electronic structure analysis, Löwdin charges in units of e:
1. C -0.1241
2. C -0.3261
3. C 0.0401
4. C -0.2631
5. C -0.2265
6. C -0.1719
7. C 0.1066
8. H 0.0712
9. H 0.0667
10. H 0.0722
11. H 0.1079
12. H 0.1460
13. H 0.1421
14. H 0.1087
15. H 0.1152
16. H 0.1120
17. H 0.0229

No. 5
The following is a DFT calculation (ωB97M-V/def2-TZVPD) of an isolated molecule of C7H10.

Geometry as XYZ:
```
17
Properties=species:S:1:pos:R:3
C -0.88587 2.74908 0.24330
C -0.99416 1.59629 -0.41324
C 0.00033 0.51928 -0.20567
C 0.10902 -0.74279 -1.01531
C 1.27761 -1.55850 -0.44328
C 0.57915 -1.56479 0.95140
C -0.56075 -0.76748 0.33996
H -1.64269 3.52539 0.20833
H -0.01996 2.92796 0.87876
H -1.86577 1.38738 -1.03339
H 0.92905 0.88443 0.23540
H -0.32343 -0.86529 -2.00436
H 2.26211 -1.07941 -0.49883
H 1.35309 -2.56378 -0.86464
H 0.30114 -2.56568 1.28943
H 1.10129 -1.04393 1.76283
H -1.62016 -0.83815 0.56930
```

Results
- HOMO energy: -8.90 eV
- Net charge: 0
- Relative energy (zero: lowest compared OMol25 entry of this formula, charge and spin): 216.4 kJ/mol
- Structure (SMILES): C=C[C@@H]1[C@H]2CC[C@@H]12
- Kohn-Sham gap: 10.2 eV
- Energy: -7418.79176 eV

Electronic structure analysis, Löwdin charges in units of e:
1. C -0.0033
2. C -0.1488
3. C -0.2508
4. C -0.1787
5. C -0.1325
6. C -0.1348
7. C -0.1953
8. H 0.0485
9. H 0.0578
10. H 0.1092
11. H 0.1410
12. H 0.1331
13. H 0.1040
14. H 0.1042
15. H 0.1033
16. H 0.1049
17. H 0.1383

No. 6
The following is a DFT calculation (ωB97M-V/def2-TZVPD) of an isolated molecule of C7H10.

Geometry as XYZ:
```
17
Properties=species:S:1:pos:R:3
C 1.14252 -2.58490 0.08817
C 0.27626 -1.84516 0.48000
C -0.81425 -1.01265 0.99970
C -0.75522 0.50513 0.79099
C -1.25919 1.16955 -0.46312
C 0.18759 1.30130 -0.08250
C 1.26288 0.72024 -0.97093
H 1.91975 -3.22244 -0.26837
H -1.75695 -1.39493 0.58864
H -0.86551 -1.20096 2.07911
H -1.03017 1.03178 1.70269
H -1.92656 2.02287 -0.37362
H -1.47488 0.52004 -1.31066
H 0.46687 2.25897 0.35594
H 1.50593 1.43508 -1.76588
H 2.17871 0.50835 -0.40903
H 0.94224 -0.21227 -1.44112
```

Results
- HOMO energy: -9.76 eV
- Net charge: 0
- Relative energy (zero: lowest compared OMol25 entry of this formula, charge and spin): 259.1 kJ/mol
- Structure (SMILES): C#CC[C@@H]1C[C@@H]1C
- Kohn-Sham gap: 10.9 eV
- Energy: -7418.34926 eV

Electronic structure analysis, Löwdin charges in units of e:
1. C 0.1024
2. C -0.1493
3. C -0.1674
4. C -0.2487
5. C -0.0956
6. C -0.3010
7. C -0.0821
8. H 0.0257
9. H 0.1195
10. H 0.1157
11. H 0.1278
12. H 0.0976
13. H 0.1110
14. H 0.1286
15. H 0.0763
16. H 0.0771
17. H 0.0626

Number 1: molar mass 94.16 g mol⁻¹. Number 2: molar mass 94.16 g mol⁻¹. Number 3: molar mass 94.16 g mol⁻¹. Number 4: molar mass 94.16 g mol⁻¹. Number 5: molar mass 94.16 g mol⁻¹. Number 6: molar mass 94.16 g mol⁻¹.